[1]
DFT (the ωB97M-V functional and the def2-TZVPD basis) results for a structure of composition C4H15MnN2O.

```
! wB97M-V def2-TZVPD RIJCOSX def2/J DEFGRID3
* xyz -1 6
Mn 0.21 0.72 -0.87
O 0.95 -0.09 0.97
N 1.06 -1.37 -1.24
N 0.43 -0.39 3.18
C 0.88 -0.43 4.57
C -0.98 0.63 -2.32
C -1.00 -0.50 2.90
C 1.30 -0.19 2.16
H 2.37 -0.12 2.49
H -1.20 -1.30 2.18
H -1.53 -0.23 -2.06
H 1.32 0.53 4.87
H -1.40 0.43 2.49
H -1.49 -0.73 3.84
H 2.04 -1.31 -0.91
H 1.05 2.15 -0.60
H -1.04 1.42 -0.07
H 1.64 -1.20 4.71
H -1.35 1.64 -2.16
H -0.15 0.71 -3.03
H 0.02 -0.64 5.20
H 1.07 -1.73 -2.17
H 0.62 -2.08 -0.63
*
```

Properties
HOMO level (alpha / beta): 0.0208 / -0.1096 Ha
<S²>: 8.82
Kohn-Sham gap (alpha / beta): 2.341 / 5.796 eV
LUMO (alpha / beta): 0.107 / 0.103 Ha

From a natural (NBO) analysis of the wavefunction, the atomic charges in e read: number 1, Mn, carries 0.9806; number 2, O, carries -0.6692; number 3, N, carries -1.1003; number 4, N, carries -0.4356; number 5, C, carries -0.4037; number 6, C, carries -1.2520; number 7, C, carries -0.4399; number 8, C, carries 0.5205; number 9, H, carries 0.1079; number 10, H, carries 0.2062; number 11, H, carries 0.1931; number 12, H, carries 0.1957; number 13, H, carries 0.2495; number 14, H, carries 0.1759; number 15, H, carries 0.3740; number 16, H, carries -0.6369; number 17, H, carries -0.5878; number 18, H, carries 0.1859; number 19, H, carries 0.2218; number 20, H, carries 0.1807; number 21, H, carries 0.2054; number 22, H, carries 0.3675; number 23, H, carries 0.3608

[2]
DFT (the ωB97M-V functional and the def2-TZVPD basis) results for a cluster of 2 separate species, C4H15N2O in total.

```
! wB97M-V def2-TZVPD RIJCOSX def2/J DEFGRID3
* xyz 0 2
O -0.99 -3.41 2.71
N -0.21 -1.45 -0.86
N 0.11 0.88 -1.72
C -0.35 2.82 -0.32
C 0.86 0.60 0.51
C -0.19 1.34 -0.31
C 0.81 -0.90 0.16
H 1.74 -1.11 -0.43
H 0.04 -0.16 -1.70
H 0.24 -2.30 -1.28
H -1.19 0.91 0.04
H -0.52 1.29 -2.39
H -0.30 3.27 0.66
H 0.38 3.32 -0.99
H 0.52 0.75 1.52
H 1.80 1.18 0.30
H -1.51 3.07 -0.60
H 1.05 0.94 -2.01
H -1.14 -1.82 -0.50
H -1.22 -3.41 3.64
H 0.88 -1.46 1.01
H -0.80 -4.33 2.56
*
```

Properties
HOMO level (alpha / beta): -0.0937 / -0.3748 Ha
<S²>: 0.75
ΔE to the lowest compared entry with this formula, charge and spin: 271.74 kJ/mol
Kohn-Sham gap (alpha / beta): 3.193 / 10.725 eV
LUMO (alpha / beta): 0.024 / 0.019 Ha

From a natural (NBO) analysis of the wavefunction, the atomic charges in e read: number 1, O, carries -0.9356; number 2, N, carries -0.9285; number 3, N, carries -1.0600; number 4, C, carries -0.6581; number 5, C, carries -0.4603; number 6, C, carries -0.1154; number 7, C, carries -0.3129; number 8, H, carries 0.1791; number 9, H, carries 0.4234; number 10, H, carries 0.3716; number 11, H, carries 0.2053; number 12, H, carries 0.3713; number 13, H, carries 0.2248; number 14, H, carries 0.2291; number 15, H, carries 0.2102; number 16, H, carries 0.2142; number 17, H, carries 0.2162; number 18, H, carries 0.2988; number 19, H, carries 0.3844; number 20, H, carries 0.4664; number 21, H, carries 0.2102; number 22, H, carries 0.4659

[3]
DFT (the ωB97M-V functional and the def2-TZVPD basis) results for a cluster of 2 separate species, C4H15N2O in total.

```
! wB97M-V def2-TZVPD RIJCOSX def2/J DEFGRID3
* xyz 0 2
O 0.64 1.59 0.37
N -1.70 0.32 2.90
N 0.34 -0.56 -1.51
C 1.35 -0.19 -2.52
C -0.21 1.62 1.52
C -0.89 0.28 1.68
C 0.36 -1.99 -1.13
H -0.96 2.40 1.40
H -0.65 -0.32 -1.90
H 1.22 0.87 -2.76
H 2.34 -0.36 -2.10
H 0.45 0.06 -0.69
H -1.48 0.05 0.78
H 0.26 -2.58 -2.03
H 1.31 -2.21 -0.64
H -0.13 -0.50 1.79
H 0.37 1.83 2.42
H 1.22 2.36 0.42
H -0.47 -2.18 -0.46
H 1.21 -0.80 -3.40
H -2.08 -0.60 3.09
H -2.50 0.92 2.75
*
```

Properties
HOMO level (alpha / beta): -0.1055 / -0.3577 Ha
<S²>: 0.75
ΔE to the lowest compared entry with this formula, charge and spin: 184.71 kJ/mol
Kohn-Sham gap (alpha / beta): 3.641 / 10.290 eV
LUMO (alpha / beta): 0.028 / 0.020 Ha

From a natural (NBO) analysis of the wavefunction, the atomic charges in e read: number 1, O, carries -0.7655; number 2, N, carries -0.8327; number 3, N, carries -0.7535; number 4, C, carries -0.5018; number 5, C, carries -0.0759; number 6, C, carries -0.2727; number 7, C, carries -0.5085; number 8, H, carries 0.1641; number 9, H, carries 0.1107; number 10, H, carries 0.2171; number 11, H, carries 0.2039; number 12, H, carries 0.4536; number 13, H, carries 0.1627; number 14, H, carries 0.2115; number 15, H, carries 0.2035; number 16, H, carries 0.1842; number 17, H, carries 0.1751; number 18, H, carries 0.4854; number 19, H, carries 0.2123; number 20, H, carries 0.2114; number 21, H, carries 0.3622; number 22, H, carries 0.3528

[4]
DFT (the ωB97M-V functional and the def2-TZVPD basis) results for a cluster of 2 separate species, C4H15N2O in total.

```
! wB97M-V def2-TZVPD RIJCOSX def2/J DEFGRID3
* xyz 1 1
O 3.37 -2.99 2.18
N -1.02 -0.22 0.29
N 1.37 0.87 0.20
C -0.83 0.56 -0.97
C -1.83 0.56 1.31
C -0.64 -0.29 -2.22
C 0.33 1.50 -0.65
H 0.35 -0.77 -2.07
H -2.02 -0.15 2.12
H -1.74 1.15 -0.98
H -1.49 -1.01 -2.25
H 1.60 1.32 1.08
H -0.03 2.46 -0.22
H -2.70 1.11 0.96
H 3.10 -3.92 2.25
H -0.08 -0.51 0.57
H 0.79 1.80 -1.56
H -1.21 1.24 1.91
H 2.21 0.95 -0.39
H 2.87 -2.73 1.38
H -0.84 0.15 -3.22
H -1.57 -1.08 0.27
*
```

Properties
HOMO level: -0.5147 Ha
ΔE to the lowest compared entry with this formula, charge and spin: 173.74 kJ/mol
Kohn-Sham gap: 10.895 eV
LUMO: -0.114 Ha

From a natural (NBO) analysis of the wavefunction, the atomic charges in e read: number 1, O, carries -0.9236; number 2, N, carries -0.5238; number 3, N, carries -0.8872; number 4, C, carries -0.0494; number 5, C, carries -0.4456; number 6, C, carries -0.6494; number 7, C, carries -0.2596; number 8, H, carries 0.2286; number 9, H, carries 0.2408; number 10, H, carries 0.2167; number 11, H, carries 0.2290; number 12, H, carries 0.3949; number 13, H, carries 0.2140; number 14, H, carries 0.2532; number 15, H, carries 0.4704; number 16, H, carries 0.4656; number 17, H, carries 0.2263; number 18, H, carries 0.2390; number 19, H, carries 0.3960; number 20, H, carries 0.4536; number 21, H, carries 0.2738; number 22, H, carries 0.4368

[5]
DFT (the ωB97M-V functional and the def2-TZVPD basis) results for a cluster of 2 separate species, C4H15N2O in total.

```
! wB97M-V def2-TZVPD RIJCOSX def2/J DEFGRID3
* xyz 1 1
O -0.53 -3.29 0.87
N 0.54 0.61 -0.58
N -1.76 -0.57 0.39
C 0.32 1.36 -1.84
C 1.97 0.36 -0.40
C -0.82 0.14 1.35
C -0.08 1.23 0.58
H 2.59 1.25 -0.29
H -1.90 -1.50 0.77
H -0.40 -3.60 -0.03
H 0.34 -3.05 1.21
H 0.62 1.59 1.32
H 0.05 0.66 -2.63
H 2.10 -0.30 0.44
H -0.17 -0.67 1.67
H -0.52 2.05 -1.76
H -2.63 -0.06 0.23
H 1.20 1.90 -2.18
H -1.30 0.52 2.25
H 2.32 -0.15 -1.29
H -1.16 -0.52 -0.46
H -0.78 2.03 0.36
*
```

Properties
HOMO level: -0.4843 Ha
ΔE to the lowest compared entry with this formula, charge and spin: 126.63 kJ/mol
Kohn-Sham gap: 10.118 eV
LUMO: -0.112 Ha

From a natural (NBO) analysis of the wavefunction, the atomic charges in e read: number 1, O, carries -0.9624; number 2, N, carries -0.4895; number 3, N, carries -0.7050; number 4, C, carries -0.4230; number 5, C, carries -0.4106; number 6, C, carries -0.2195; number 7, C, carries -0.2488; number 8, H, carries 0.1984; number 9, H, carries 0.4707; number 10, H, carries 0.4893; number 11, H, carries 0.4839; number 12, H, carries 0.2235; number 13, H, carries 0.2063; number 14, H, carries 0.1964; number 15, H, carries 0.2133; number 16, H, carries 0.2031; number 17, H, carries 0.4311; number 18, H, carries 0.2104; number 19, H, carries 0.2374; number 20, H, carries 0.2186; number 21, H, carries 0.4605; number 22, H, carries 0.2159

[6]
DFT (the ωB97M-V functional and the def2-TZVPD basis) results for a cluster of 2 separate species, C4H15N2O in total.

```
! wB97M-V def2-TZVPD RIJCOSX def2/J DEFGRID3
* xyz 1 1
O -1.51 2.79 0.37
N 0.86 1.59 -0.46
N -0.57 -1.75 0.52
C -0.47 -0.33 0.52
C -0.80 -2.50 -0.75
C 2.01 -0.63 0.16
C 0.69 0.07 -0.44
H -2.45 2.96 0.23
H 2.89 -0.23 -0.35
H 2.04 -1.73 -0.05
H 2.14 -0.41 1.22
H -1.46 0.11 0.25
H -0.25 0.04 1.56
H -1.19 -3.47 -0.46
H 0.16 -2.48 -1.28
H -1.46 2.70 1.33
H 0.33 -0.12 -1.47
H -0.37 -2.28 1.36
H 1.72 1.71 0.16
H 0.05 2.11 -0.05
H 1.05 2.18 -1.27
H -1.61 -1.96 -1.30
*
```

Properties
HOMO level: -0.4386 Ha
ΔE to the lowest compared entry with this formula, charge and spin: 176.17 kJ/mol
Kohn-Sham gap: 8.777 eV
LUMO: -0.116 Ha

From a natural (NBO) analysis of the wavefunction, the atomic charges in e read: number 1, O, carries -0.9678; number 2, N, carries -0.7231; number 3, N, carries -0.6691; number 4, C, carries -0.2280; number 5, C, carries -0.4146; number 6, C, carries -0.6458; number 7, C, carries -0.0589; number 8, H, carries 0.5139; number 9, H, carries 0.2215; number 10, H, carries 0.2690; number 11, H, carries 0.2278; number 12, H, carries 0.1981; number 13, H, carries 0.2031; number 14, H, carries 0.2329; number 15, H, carries 0.1781; number 16, H, carries 0.4890; number 17, H, carries 0.2317; number 18, H, carries 0.3993; number 19, H, carries 0.4350; number 20, H, carries 0.4691; number 21, H, carries 0.4435; number 22, H, carries 0.1952

Calculated total energy across the listed records, respectively: -1496.950882, -345.971717, -346.004866, -345.879533, -345.897476, -345.878606 Ha.